The following is a quantum chemistry calculation of a cluster of 3 separate species, C20H40BrN2O5 in total, from the Open Molecules 2025 dataset.

Computed properties:
Orbital gap (alpha / beta) ... 8.82 / 9.14 eV
E_HOMO (alpha / beta) ... -8.3762 / -8.8298 eV
<S²> ... 0.754
Spin multiplicity ... 2

Last column: Löwdin spin population.
Cartesian coordinates (Å):
C -2.52 0.12 0.27  0.00
C -2.14 -1.15 -0.50  0.00
C -1.18 -0.78 -1.62  0.01
N -0.62 -1.96 -2.28  0.00
C 0.77 -1.91 -2.64  0.00
Br 0.99 -3.41 -3.99  0.00
C 1.73 -2.28 -1.48  0.00
C 2.44 -1.13 -0.74  0.03
C 2.00 -1.17 0.72  0.01
C 3.95 -1.37 -0.74  0.02
N 2.09 0.22 -1.24  0.38
O 2.66 1.18 -0.62  0.50
C 1.98 0.42 -2.70  0.03
C 3.35 0.48 -3.38  0.02
C 1.34 1.80 -2.91  0.00
C 1.09 -0.63 -3.39  0.00
H -1.63 0.64 0.58  0.00
H -3.06 0.78 -0.40  0.00
H -3.16 -0.10 1.12  0.00
H -1.65 -1.80 0.21  0.00
H -3.03 -1.59 -0.91  0.00
H -1.76 -0.20 -2.34  0.00
H -0.42 -0.12 -1.19  0.00
H -0.82 -2.80 -1.74  0.00
H 1.15 -2.85 -0.77  0.00
H 2.49 -2.95 -1.87  0.00
H 0.94 -0.97 0.79  0.00
H 2.20 -2.15 1.13  0.00
H 2.54 -0.44 1.31  0.00
H 4.11 -2.30 -0.20  0.00
H 4.35 -1.50 -1.74  0.00
H 4.46 -0.58 -0.20  0.00
H 4.00 1.17 -2.86  0.00
H 3.19 0.89 -4.37  0.00
H 3.81 -0.49 -3.51  0.00
H 0.91 1.85 -3.90  0.00
H 0.56 1.96 -2.18  0.00
H 2.08 2.59 -2.82  0.00
H 1.60 -0.90 -4.30  0.00
H 0.17 -0.17 -3.71  0.00
O -1.06 -0.96 2.83  0.00
C -1.22 -2.01 3.39  0.00
O -0.82 -3.14 2.78  0.00
C -0.82 -4.43 3.41  0.00
C -2.17 -5.10 3.31  0.00
C -1.92 -2.10 4.73  0.00
H -0.46 -4.35 4.44  0.00
H -0.07 -5.00 2.86  0.00
H -2.94 -4.54 3.83  0.00
H -2.12 -6.10 3.74  0.00
H -2.47 -5.19 2.27  0.00
H -3.00 -2.09 4.55  0.00
H -1.65 -1.22 5.31  0.00
H -1.66 -2.97 5.32  0.00
O -2.38 7.37 -0.78  0.00
C -1.89 6.54 -0.06  0.00
O -0.94 5.73 -0.55  0.00
C -0.18 4.82 0.25  0.00
C -0.90 3.51 0.47  0.00
C -2.36 6.36 1.37  0.00
H 0.11 5.30 1.19  0.00
H 0.74 4.65 -0.30  0.00
H -1.84 3.64 1.01  0.00
H -0.28 2.82 1.03  0.00
H -1.15 3.06 -0.49  0.00
H -3.25 5.74 1.37  0.00
H -2.61 7.34 1.77  0.00
H -1.62 5.92 2.03  0.00